# C36H64Cl38INO10S

A structure of composition C36H64Cl38INO10S in a non-equilibrium geometry (ωB97M-V/def2-TZVPD, the Open Molecules 2025 dataset).

HOMO level   -0.3389 hartree
Lowest unoccupied orbital energy   -0.639 eV
HOMO-LUMO gap   8.583 eV

Atoms and positions in Å:
C  -6.37  0.99  2.36
C  -4.75  0.69  2.06
C  -4.41  0.72  0.43
I  -5.28  -1.10  -0.42
C  -2.83  0.98  0.08
C  -2.42  0.84  -1.50
C  -3.28  1.95  -2.39
C  -3.27  1.67  -4.00
C  -3.97  2.95  -4.81
O  -4.26  2.69  -6.11
O  -4.21  4.28  -4.21
C  -0.78  0.91  -1.78
N  -0.34  2.27  -2.35
C  -0.29  -0.19  -2.94
C  -0.34  -1.75  -2.46
O  -1.25  -2.34  -1.69
O  0.74  -2.64  -3.00
C  1.97  -2.51  -2.20
C  2.13  -2.87  -0.60
O  3.09  -2.09  -2.85
C  0.14  0.67  -0.44
C  0.38  2.01  0.48
C  1.74  2.87  0.08
O  1.40  4.15  -0.63
C  2.33  4.14  -1.78
O  3.36  5.00  -1.89
O  -0.29  -0.41  0.45
S  -1.77  -0.07  1.23
O  -2.41  -1.47  1.56
O  -1.59  0.61  2.65
H  -6.60  2.05  1.91
H  -6.58  0.90  3.51
H  -7.01  0.19  1.78
H  -4.09  1.47  2.66
H  -4.55  -0.36  2.55
H  -5.00  1.66  0.01
H  -2.61  2.11  0.39
H  -2.75  -0.22  -1.92
H  -2.92  3.06  -2.21
H  -4.43  1.94  -2.07
H  -3.99  0.75  -4.19
H  -2.21  1.54  -4.48
H  -4.83  4.12  -3.44
H  -0.50  2.32  -3.37
H  -0.78  3.06  -1.82
H  -0.86  -0.08  -3.95
H  0.86  0.08  -3.14
H  1.06  -3.02  -0.14
H  2.73  -1.99  -0.11
H  2.76  -3.87  -0.54
H  1.22  0.35  -0.84
H  0.57  1.64  1.60
H  -0.52  2.76  0.48
H  2.54  2.24  -0.51
H  2.21  3.23  1.11
H  2.23  3.34  -2.64
C  -0.76  1.49  5.93
Cl  0.03  0.53  7.20
Cl  0.33  2.73  5.30
H  -1.05  0.82  5.12
H  -1.64  1.97  6.35
C  5.56  -5.47  0.64
Cl  4.40  -6.79  0.83
Cl  5.11  -4.41  -0.70
H  5.60  -4.89  1.56
H  6.55  -5.90  0.43
C  8.74  -3.33  -1.67
Cl  8.25  -4.93  -1.10
Cl  7.87  -2.06  -0.81
H  9.81  -3.20  -1.51
H  8.52  -3.25  -2.74
C  -0.74  -3.09  5.09
Cl  0.99  -2.98  5.47
Cl  -1.70  -2.14  6.23
H  -0.91  -2.72  4.08
H  -1.05  -4.14  5.16
C  0.90  -6.52  6.25
Cl  -0.76  -6.59  6.84
Cl  2.04  -7.07  7.49
H  1.00  -7.16  5.37
H  1.14  -5.49  5.98
C  3.22  -3.78  8.07
Cl  4.94  -3.66  8.44
Cl  2.26  -2.82  9.20
H  3.05  -3.40  7.05
H  2.91  -4.82  8.13
C  -3.96  7.00  -6.40
Cl  -4.86  7.92  -5.19
Cl  -3.20  8.07  -7.58
H  -3.19  6.42  -5.90
H  -4.65  6.33  -6.92
C  3.04  -0.64  -6.30
Cl  2.14  0.28  -5.09
Cl  3.80  0.43  -7.48
H  3.81  -1.23  -5.80
H  2.35  -1.31  -6.82
C  -9.18  -0.87  4.33
Cl  -7.61  -0.96  5.13
Cl  -9.11  0.20  2.92
H  -9.47  -1.87  4.00
H  -9.92  -0.48  5.03
C  6.77  -5.10  11.71
Cl  7.26  -6.76  11.33
Cl  8.10  -4.19  12.42
H  6.45  -4.61  10.79
H  5.94  -5.13  12.42
C  -1.50  6.18  -1.53
Cl  -2.32  4.81  -0.78
Cl  -2.60  7.08  -2.59
H  -1.14  6.85  -0.74
H  -0.66  5.82  -2.12
C  -2.09  -2.67  10.31
Cl  -2.99  -1.74  11.52
Cl  -1.33  -1.59  9.13
H  -1.31  -3.25  10.81
H  -2.78  -3.34  9.79
C  11.73  -5.07  -3.36
Cl  11.49  -4.29  -1.79
Cl  11.54  -3.90  -4.68
H  12.74  -5.49  -3.40
H  10.99  -5.86  -3.49
C  0.76  8.61  1.31
Cl  -0.41  7.29  1.51
Cl  0.30  9.67  -0.02
H  0.80  9.19  2.24
H  1.74  8.18  1.10
C  -6.80  -0.57  -4.70
Cl  -6.73  -2.33  -4.85
Cl  -5.97  -0.03  -3.23
H  -6.31  -0.12  -5.57
H  -7.84  -0.25  -4.65
C  -7.32  -5.72  -6.21
Cl  -7.25  -7.48  -6.36
Cl  -6.49  -5.18  -4.75
H  -6.84  -5.27  -7.08
H  -8.36  -5.41  -6.16
C  -2.15  11.17  -5.29
Cl  -1.25  10.50  -3.92
Cl  -1.15  12.28  -6.22
H  -2.47  10.34  -5.94
H  -3.03  11.70  -4.91
C  1.66  0.52  -10.27
Cl  0.84  -0.86  -9.52
Cl  0.56  1.42  -11.32
H  2.02  1.19  -9.48
H  2.50  0.16  -10.86
C  8.34  -3.02  2.67
Cl  7.86  -4.63  3.24
Cl  7.47  -1.75  3.53
H  9.42  -2.90  2.83
H  8.12  -2.94  1.60

=====

# C36H64F3N6O7PtS5

A structure of composition C36H64F3N6O7PtS5 in a non-equilibrium geometry (ωB97M-V/def2-TZVPD, the Open Molecules 2025 dataset).

HOMO level (spin up / spin down)   -0.1382 / -0.2727 hartree
Multiplicity   4
Lowest unoccupied orbital energy (spin up / spin down)   0.141 / 0.129 eV
HOMO-LUMO gap (spin up / spin down)   3.903 / 7.551 eV

Atoms and positions in Å:
Pt  4.20  0.14  -21.65
C  7.49  0.04  -23.17
O  7.39  -0.95  -24.20
O  6.27  0.00  -22.40
C  8.92  -0.32  -22.40
F  9.00  -1.63  -21.99
F  9.97  -0.06  -23.12
F  9.17  0.51  -21.40
C  6.80  -0.52  -25.41
C  6.64  -1.90  -26.09
H  6.38  -1.69  -27.13
H  7.53  -2.53  -26.08
H  6.07  -2.59  -25.47
H  7.40  0.11  -26.06
H  5.84  -0.08  -25.15
H  7.61  1.06  -23.54
C  4.78  5.06  -25.59
S  6.63  5.06  -25.41
O  6.69  6.19  -24.36
C  6.80  3.36  -24.69
H  4.44  4.21  -26.18
H  4.57  5.96  -26.17
H  4.38  4.80  -24.61
H  7.13  2.97  -25.66
H  5.80  3.00  -24.42
H  7.61  3.23  -23.98
C  11.05  -6.27  -20.84
S  11.50  -5.87  -22.61
O  10.76  -6.88  -23.36
C  10.62  -4.21  -22.78
H  11.39  -7.25  -20.48
H  9.97  -6.21  -20.72
H  11.51  -5.48  -20.24
H  9.54  -4.36  -22.71
H  10.86  -3.82  -23.77
H  10.95  -3.61  -21.93
C  5.48  -4.20  -21.62
S  4.39  -3.21  -20.57
O  4.26  -1.86  -21.22
C  2.78  -4.12  -20.86
H  5.07  -4.29  -22.62
H  5.72  -5.12  -21.10
H  6.46  -3.73  -21.63
H  2.92  -5.20  -20.82
H  2.42  -3.84  -21.85
H  2.01  -3.87  -20.14
C  3.03  0.05  -25.56
S  3.05  -1.46  -24.42
O  2.95  -0.88  -22.99
C  1.43  -2.33  -24.72
H  1.98  0.35  -25.60
H  3.29  -0.17  -26.60
H  3.70  0.81  -25.15
H  0.58  -1.64  -24.64
H  1.10  -3.16  -24.09
H  1.68  -2.93  -25.59
C  6.91  1.52  -19.15
S  5.11  1.60  -19.00
O  4.57  0.31  -19.64
C  4.96  1.17  -17.29
H  7.24  0.66  -18.57
H  7.44  2.42  -18.84
H  6.95  1.28  -20.21
H  5.41  0.18  -17.21
H  3.91  0.97  -17.03
H  5.43  1.83  -16.56
C  12.75  2.18  -23.85
C  11.41  2.41  -23.33
N  10.42  2.72  -22.93
H  12.97  2.90  -24.64
H  12.62  1.24  -24.38
H  13.53  2.04  -23.10
N  8.38  -6.39  -24.53
C  7.69  -5.21  -24.74
C  6.50  -5.54  -25.36
C  6.60  -6.93  -25.73
C  7.82  -7.35  -25.24
H  9.27  -6.55  -24.08
H  8.12  -4.22  -24.66
H  5.71  -4.86  -25.64
H  5.91  -7.49  -26.35
H  8.26  -8.34  -25.27
N  8.18  -3.29  -17.67
C  9.37  -2.54  -17.87
C  9.04  -1.63  -18.89
C  7.62  -1.73  -19.22
C  7.11  -2.75  -18.39
H  8.01  -4.09  -17.08
H  10.25  -2.76  -17.28
H  9.70  -1.08  -19.54
H  7.18  -1.10  -19.97
H  6.11  -3.17  -18.42
N  13.53  -1.45  -22.30
C  12.57  -1.64  -23.19
C  13.21  -1.85  -24.46
C  14.59  -1.79  -24.28
C  14.78  -1.44  -22.96
H  13.39  -1.16  -21.35
H  11.54  -1.49  -22.90
H  12.61  -2.13  -25.31
H  15.23  -1.99  -25.12
H  15.67  -1.28  -22.36
N  7.63  -2.19  -31.55
C  6.57  -2.32  -30.69
C  5.44  -1.88  -31.37
C  5.89  -1.33  -32.60
C  7.26  -1.61  -32.75
H  8.54  -2.59  -31.37
H  6.63  -2.87  -29.77
H  4.48  -1.85  -30.88
H  5.23  -0.85  -33.30
H  7.98  -1.64  -33.55
N  13.62  -1.06  -18.02
C  14.14  0.23  -17.87
C  13.50  1.10  -18.81
C  12.56  0.29  -19.54
C  12.77  -1.05  -19.11
H  13.88  -1.88  -17.50
H  14.64  0.35  -16.92
H  13.55  2.18  -18.87
H  11.93  0.58  -20.38
H  12.45  -2.03  -19.42

=====

# C36H65F9N9O10

A cluster of 9 separate species, C36H65F9N9O10 in total in a non-equilibrium geometry (ωB97M-V/def2-TZVPD, the Open Molecules 2025 dataset).

HOMO level   -0.3710 hartree
Lowest unoccupied orbital energy   -3.279 eV
HOMO-LUMO gap   6.817 eV
Net charge   +1

Atoms and positions in Å:
O  -1.07  1.57  -1.03
C  -1.42  2.66  -0.67
O  -1.36  3.77  -1.46
C  -0.09  3.87  -2.17
C  -0.08  3.09  -3.55
C  -0.76  3.88  -4.73
F  -1.30  5.08  -4.25
F  0.23  4.27  -5.64
C  -1.94  3.12  -5.46
F  -2.54  2.14  -4.70
F  -2.93  4.07  -5.70
C  -1.59  2.50  -6.87
F  -1.48  3.45  -7.86
F  -2.68  1.72  -7.23
C  -0.33  1.54  -6.90
F  0.76  2.16  -7.45
F  -0.05  0.92  -5.72
F  -0.63  0.52  -7.80
C  -2.00  2.72  0.79
C  -1.11  2.86  1.95
C  -1.73  2.86  3.27
N  -3.09  2.72  3.44
C  -3.94  2.60  2.37
C  -3.46  2.59  1.00
H  0.75  3.43  -1.53
H  0.22  4.94  -2.35
H  -0.44  2.03  -3.45
H  1.01  2.99  -3.82
H  -0.01  2.96  1.82
H  -1.07  2.94  4.16
H  -3.47  2.70  4.39
H  -5.04  2.47  2.54
H  -4.16  2.47  0.14
C  0.76  0.18  4.03
O  0.14  1.19  3.67
N  0.30  -0.72  4.90
C  1.09  -1.89  5.29
C  -1.02  -0.55  5.48
H  1.77  -0.05  3.66
H  0.54  -2.79  5.02
H  1.25  -1.87  6.37
H  2.06  -1.90  4.78
H  -1.76  -0.52  4.68
H  -1.05  0.40  6.02
H  -1.25  -1.36  6.16
C  -2.27  0.26  8.61
O  -2.12  -0.80  8.02
N  -1.89  0.50  9.88
C  -2.10  1.79  10.51
C  -1.25  -0.56  10.64
H  -2.75  1.13  8.12
H  -1.14  2.20  10.81
H  -2.73  1.66  11.39
H  -2.59  2.48  9.83
H  -0.34  -0.87  10.12
H  -1.92  -1.41  10.70
H  -1.00  -0.21  11.64
C  1.33  -5.45  6.59
O  1.48  -4.33  6.12
N  0.76  -5.72  7.78
C  0.62  -7.08  8.27
C  0.28  -4.62  8.60
H  1.66  -6.35  6.05
H  -0.44  -7.29  8.43
H  1.15  -7.18  9.22
H  1.02  -7.79  7.56
H  -0.48  -4.06  8.05
H  1.11  -3.95  8.83
H  -0.15  -5.00  9.53
C  2.23  -3.19  -10.17
O  2.17  -4.34  -10.55
N  1.49  -2.66  -9.17
C  1.61  -1.27  -8.76
C  0.53  -3.51  -8.47
H  2.92  -2.45  -10.62
H  1.91  -1.23  -7.71
H  0.65  -0.78  -8.89
H  2.36  -0.76  -9.36
H  1.06  -4.35  -8.03
H  -0.19  -3.90  -9.19
H  0.01  -2.95  -7.70
C  -3.72  -4.33  -9.64
O  -3.06  -5.24  -9.18
N  -3.59  -3.84  -10.90
C  -4.41  -2.75  -11.39
C  -2.61  -4.44  -11.79
H  -4.49  -3.81  -9.05
H  -4.99  -3.09  -12.25
H  -3.76  -1.92  -11.69
H  -5.10  -2.41  -10.61
H  -2.84  -5.50  -11.91
H  -1.62  -4.34  -11.35
H  -2.63  -3.95  -12.76
C  0.21  6.48  2.17
O  0.13  5.42  1.56
N  -0.84  7.22  2.57
C  -0.68  8.47  3.29
C  -2.19  6.76  2.27
H  1.18  6.92  2.45
H  -1.17  8.39  4.27
H  -1.13  9.28  2.72
H  0.38  8.69  3.45
H  -2.34  5.77  2.73
H  -2.30  6.66  1.19
H  -2.93  7.46  2.66
C  4.47  -2.68  3.48
O  3.58  -2.51  4.30
N  4.28  -2.98  2.18
C  5.39  -3.17  1.26
C  2.93  -3.13  1.68
H  5.54  -2.59  3.76
H  5.31  -2.44  0.45
H  5.35  -4.18  0.85
H  6.34  -3.03  1.77
H  2.38  -2.20  1.84
H  2.42  -3.92  2.24
H  2.93  -3.37  0.62
C  3.17  1.45  -2.21
O  2.40  2.33  -1.87
N  3.66  0.49  -1.39
C  4.58  -0.53  -1.87
C  3.26  0.48  0.00
H  3.54  1.36  -3.24
H  4.13  -1.52  -1.72
H  5.51  -0.46  -1.31
H  4.79  -0.40  -2.93
H  2.17  0.38  0.06
H  3.55  1.42  0.47
H  3.73  -0.35  0.53